Record 1
This record from OMol25 describes a molecular structure, C39H42N5O3SSc in a non-equilibrium geometry. The level of theory is ωB97M-V with the def2-TZVPD basis set.

Structure (XYZ):
```
91
Properties=species:S:1:pos:R:3:forces:R:3
Sc 0.696084 -0.844815 -0.738030 0.410 -1.730 -1.017
C -0.597333 6.029894 -3.967478 -0.037 -0.021 -0.037
C 0.102805 4.773942 -3.551171 -0.015 0.011 0.049
C -0.066629 4.265807 -2.271438 0.072 -0.015 -0.108
C 0.572507 3.103807 -1.885330 -0.064 -0.098 0.264
C 1.368914 2.420341 -2.779820 0.237 -0.553 0.273
C 1.558523 2.916930 -4.055202 0.161 -0.116 -0.181
C 0.929722 4.088872 -4.435104 0.050 -0.124 0.058
S 2.189997 0.913553 -2.232048 0.499 0.553 -2.125
O 1.945114 0.887035 -0.772134 -0.008 0.030 0.697
O 3.568266 0.999500 -2.627256 -0.516 0.045 0.092
N 1.422671 -0.372201 -2.683729 1.227 1.347 2.198
C 0.733204 -0.916552 -3.709753 -1.674 -1.538 -1.905
C 0.670016 -0.500151 -5.036420 0.150 0.080 0.226
C -0.176187 -1.150172 -5.931413 0.038 0.142 -0.260
C -0.957928 -2.218992 -5.556989 0.152 -0.004 0.291
C -0.912790 -2.692663 -4.234979 0.378 0.471 0.022
C -1.705898 -3.757851 -3.751300 -0.433 -0.354 -0.428
C -1.624632 -4.108740 -2.421752 0.501 0.308 0.842
C -0.751504 -3.420469 -1.586365 -1.442 -1.838 0.675
N 0.006456 -2.409034 -1.997065 0.933 1.572 0.041
C -0.065386 -2.041878 -3.305148 0.426 0.884 -1.523
H -0.920971 6.596707 -3.097800 -0.030 0.079 0.008
H -1.479262 5.781228 -4.557963 -0.063 0.071 -0.062
H 0.050575 6.656892 -4.576003 0.000 0.066 -0.046
H -0.687110 4.786665 -1.559438 -0.067 0.111 0.095
H 0.483814 2.736953 -0.878489 -0.077 0.025 0.191
H 2.222570 2.395293 -4.723934 0.102 -0.010 -0.212
H 1.093447 4.484625 -5.425287 0.021 0.035 -0.154
H 1.274345 0.329677 -5.373378 0.041 0.062 -0.007
H -0.226994 -0.795894 -6.950757 0.056 0.048 -0.099
H -1.612503 -2.705262 -6.265377 -0.053 -0.026 -0.080
H -2.370262 -4.275239 -4.425458 -0.084 -0.048 -0.090
H -2.232119 -4.903268 -2.016523 0.020 -0.105 0.070
H -0.644963 -3.692180 -0.542048 -0.074 -0.109 0.069
C -1.531634 0.051061 -1.422367 -0.331 0.280 0.194
C -2.310527 1.169590 -0.750503 0.019 -0.188 0.091
C -3.692697 0.655811 -0.321833 0.106 0.047 -0.149
C -1.552707 1.885554 0.356792 0.091 0.014 -0.105
C -1.886938 3.233994 0.481301 0.043 -0.060 0.199
C -1.209618 4.079051 1.332597 -0.069 -0.057 -0.148
C -0.169139 3.575634 2.082626 -0.067 -0.035 -0.061
C 0.165217 2.227110 2.042824 0.085 0.096 0.119
C 1.209623 1.798235 3.056371 0.007 -0.198 0.149
C 0.491133 1.208184 4.277562 0.127 0.173 -0.034
C 2.329083 0.877901 2.553149 0.041 0.187 0.049
C -0.530142 1.366350 1.172723 -0.226 0.992 0.205
N -0.170133 -0.024228 1.157715 0.793 0.305 -0.415
H -2.028479 -0.241604 -2.347364 0.243 -0.183 -0.008
H -1.474952 -0.830655 -0.771827 -0.576 -0.028 -0.167
H -0.517188 0.394604 -1.672674 -0.771 0.622 -0.657
H -2.486153 1.934884 -1.517319 0.138 -0.074 0.120
H -3.613693 -0.330383 0.128020 -0.096 -0.059 0.058
H -4.336276 0.582037 -1.195411 -0.089 -0.078 -0.056
H -4.159652 1.333411 0.389228 -0.082 0.056 0.051
H -2.681367 3.631932 -0.132909 -0.098 -0.020 -0.127
H -1.473340 5.123575 1.383907 -0.029 0.141 0.039
H 0.380634 4.237899 2.735090 0.088 -0.003 0.091
H 1.692982 2.723245 3.390747 -0.117 -0.079 -0.115
H -0.006267 0.274699 4.029295 -0.042 -0.125 -0.011
H -0.262239 1.904163 4.641134 -0.082 0.037 0.077
H 1.197282 1.020498 5.082846 0.114 -0.066 0.094
H 2.115779 -0.171018 2.750564 0.002 -0.075 -0.056
H 3.245595 1.107772 3.092096 0.119 -0.017 0.000
H 2.525226 1.027381 1.489457 0.129 -0.022 0.058
C 1.479881 -2.529503 4.915421 0.137 0.293 -0.059
N 1.574981 -3.126329 3.599675 -0.680 -0.560 0.077
N 1.089915 -2.349437 2.528227 -0.335 0.958 0.245
C 1.955332 -2.526731 1.431850 1.899 -2.326 2.783
O 1.745031 -2.025607 0.306109 -0.493 1.142 -1.562
C 3.011816 -3.353418 1.882859 -0.816 0.690 -0.465
C 2.774120 -3.695237 3.183688 0.725 -0.294 -0.010
C 3.495993 -4.642591 4.070603 -0.178 0.218 -0.083
C -0.292654 -2.089211 2.530710 0.146 -0.222 -0.216
C -0.875674 -0.916389 1.994141 -0.701 -0.835 0.791
C -2.204923 -0.651936 2.311534 0.158 0.051 -0.157
C -2.993804 -1.546765 3.009911 -0.001 -0.046 0.035
C -2.446268 -2.744847 3.443979 0.006 0.210 0.004
C -1.106831 -2.984226 3.236363 -0.235 -0.047 -0.085
H 0.496692 -2.079821 5.038952 -0.003 -0.035 0.050
H 2.247739 -1.764729 5.080046 0.012 0.084 -0.001
H 1.596442 -3.314909 5.658946 0.005 -0.015 0.020
H 3.816018 -3.681009 1.255181 0.172 -0.099 -0.089
H 4.275708 -5.144057 3.504200 0.071 -0.040 0.029
H 2.801460 -5.389322 4.457605 -0.010 -0.180 0.072
H 3.951757 -4.142835 4.925829 0.107 -0.014 0.120
H 0.846432 -0.127900 1.253515 -0.184 0.268 1.162
H -2.624181 0.293879 2.013220 -0.053 0.060 -0.054
H -4.025137 -1.304798 3.212645 -0.100 0.048 0.025
H -3.055896 -3.467574 3.962433 -0.033 -0.104 0.082
H -0.649919 -3.883748 3.620899 0.079 -0.035 -0.028
```
Positions in Å, forces in eV/Å.

The LUMO energy (alpha / beta) is 0.404 / 0.401 eV. For the largest force on an atom, the calculation gives 0.080 hartree/bohr. The calculation puts the HOMO-LUMO gap (alpha / beta) at 4.86 / 4.76 eV. As for the HOMO energy (alpha / beta): -4.456 / -4.358 eV.

---

Record 2
This record from OMol25 describes 4 unconnected molecules or ions with the total composition CH10N2O3 in a non-equilibrium geometry. The level of theory is ωB97M-V with the def2-TZVPD basis set.

Structure (XYZ):
```
16
Properties=species:S:1:pos:R:3:forces:R:3
N -0.119500 -2.063295 0.514369 -3.808 0.650 -2.713
C 0.150342 -1.896449 -0.959865 -0.566 0.464 0.646
N -0.979901 -1.180073 -1.553443 2.222 -1.360 1.143
H -1.228092 -2.266368 0.437367 3.005 0.349 0.997
H -0.099947 -1.083571 0.863704 0.140 -0.114 0.833
H 0.434672 -2.958415 -1.311623 -0.362 1.687 -0.352
H -1.125396 -1.373639 -2.552062 0.215 -0.331 0.038
H -0.261731 3.781068 0.556437 -0.127 1.317 -0.146
H -0.946124 1.558124 0.771542 0.453 -0.372 -0.817
O -0.006578 2.892082 0.701587 -0.229 -1.972 0.304
H 1.058254 -1.185469 -1.026975 -0.790 -0.728 -0.191
H -1.355728 0.249213 -0.308307 0.168 1.759 2.662
O -1.274442 0.588041 0.676613 -0.200 -1.248 -2.108
H 2.670858 1.597446 1.328947 1.018 0.238 0.507
H 1.186420 2.099912 0.933824 1.075 -1.706 -0.313
O 1.896896 1.241400 0.927892 -2.216 1.367 -0.490
```
Positions in Å, forces in eV/Å.

The LUMO energy is -5.253 eV. For the largest force on an atom, the calculation gives 0.092 hartree/bohr. The calculation puts the HOMO-LUMO gap at 3.46 eV. As for the HOMO energy: -8.716 eV.

---

Record 3
This record from OMol25 describes a single C11H18N2O4 molecule in a non-equilibrium geometry. The level of theory is ωB97M-V with the def2-TZVPD basis set.

Structure (XYZ):
```
35
Properties=species:S:1:pos:R:3:forces:R:3
O 1.081132 -2.081298 -0.517030 1.195 1.527 1.346
N -2.380197 0.298823 2.856028 0.418 0.955 0.444
O -2.739710 1.561782 2.292787 0.542 -0.813 -1.621
O 2.947697 -1.026613 0.271557 -0.947 0.220 0.179
O -0.683967 0.757129 -2.511597 -0.075 -0.745 -0.138
C 1.643144 -1.072299 -0.082026 -1.376 -0.998 -1.896
C -1.464285 -0.222831 2.095092 -1.068 -0.816 -0.974
C -1.297299 0.575545 0.905273 -0.009 0.823 0.749
C -2.106341 1.668509 1.063837 0.471 -1.336 1.402
N -0.515449 0.353220 -0.218738 0.869 -0.808 -1.225
C 3.566415 -2.290313 0.412778 0.203 -1.650 0.344
C -0.220910 0.086207 -3.707708 -0.611 1.218 0.716
C -0.980623 -1.653902 2.316029 0.139 0.234 0.015
C -2.392751 2.724157 0.062665 -0.623 0.286 1.298
C -1.194315 -0.093811 -1.457199 1.388 0.828 0.121
C 1.573017 1.257550 0.938414 -0.418 0.647 -0.988
C 0.978085 0.332894 -0.173411 0.040 0.303 0.744
H 2.983942 -2.935221 1.130170 0.551 0.639 -0.737
H 4.579453 -2.141034 0.812081 -0.452 0.208 -0.134
H 3.646399 -2.837500 -0.548873 -0.196 0.432 0.473
H -1.078282 -0.240576 -4.283035 -0.062 -0.304 -0.280
H 0.435451 -0.718033 -3.458325 0.359 -0.828 0.187
H 0.353796 0.812333 -4.294009 -0.261 -0.012 0.202
H -1.363080 -2.050370 3.269859 0.155 0.276 -0.355
H -1.291921 -2.346192 1.501797 0.059 0.706 0.400
H 0.120861 -1.691822 2.328223 -0.345 0.038 0.090
H -1.696124 2.642672 -0.749082 0.289 -0.160 -0.429
H -3.417061 2.554081 -0.275825 0.038 0.333 -0.241
H -2.307074 3.721521 0.511625 -0.179 -0.159 -0.146
H -0.973707 -1.142396 -1.641849 0.218 -0.144 -0.367
H -2.288321 0.004047 -1.376302 0.414 0.285 0.282
H 1.024752 2.215112 1.009686 0.133 -0.489 -0.243
H 1.469645 0.775643 1.883986 0.039 -0.322 0.829
H 2.638860 1.504636 0.772547 -0.613 -0.395 -0.059
H 1.348766 0.698350 -1.139424 -0.283 0.021 0.015
```
Positions in Å, forces in eV/Å.

The LUMO energy is 0.672 eV. Its SMILES is COCN(c1c(C)noc1C)[C@@H](C)C(=O)OC. For the largest force on an atom, the calculation gives 0.050 hartree/bohr. The calculation puts the HOMO-LUMO gap at 9.01 eV. As for the HOMO energy: -8.339 eV.

---

Record 4
This record from OMol25 describes 2 unconnected molecules or ions with the total composition C4H12 in a non-equilibrium geometry. The level of theory is ωB97M-V with the def2-TZVPD basis set.

Structure (XYZ):
```
16
Properties=species:S:1:pos:R:3:forces:R:3
C -1.376286 1.192808 0.822032 1.436 1.178 -0.382
C -0.925581 2.483930 0.063557 0.385 -0.839 0.284
H -0.615206 1.180079 1.611104 -0.923 -0.198 0.762
H -1.086893 0.282152 0.309510 -0.758 -0.050 -0.571
H -2.420278 1.238206 1.103586 0.079 -0.305 0.478
H -0.055526 2.172540 -0.518332 -0.093 0.416 -0.348
H -0.550286 3.201411 0.790366 -0.109 0.150 0.037
H -1.655774 3.004194 -0.548156 -0.138 -0.308 -0.212
C 1.312600 -1.191444 -0.044448 -1.933 -0.296 -0.051
C 0.958713 -2.480280 -0.824570 2.045 -0.165 -0.631
H 0.997315 -1.302796 0.993950 0.476 0.138 0.131
H 0.635865 -0.433893 -0.441684 0.274 0.302 0.086
H 2.316822 -0.806052 -0.144234 0.289 -0.314 0.064
H 0.306752 -2.283169 -1.669678 -0.290 -0.094 0.134
H 0.651192 -3.362144 -0.270817 -0.526 0.347 0.411
H 1.898654 -2.842901 -1.269095 -0.214 0.038 -0.191
```
Positions in Å, forces in eV/Å.

The LUMO energy is 1.141 eV. Its SMILES is CC.CC. For the largest force on an atom, the calculation gives 0.042 hartree/bohr. The calculation puts the HOMO-LUMO gap at 12.54 eV. As for the HOMO energy: -11.398 eV.